1.
{"formula": "C30H42GeN2OS2SeV", "method": "ωB97M-V/def2-TZVPD", "gap_ev": [6.38, 5.89], "homo_energy_ev": [-16.7, -16.7], "charge": 3, "multiplicity": 1, "elements": ["V", "C", "C", "C", "C", "Ge", "C", "C", "C", "C", "H", "H", "H", "H", "H", "H", "H", "H", "H", "H", "H", "H", "H", "H", "H", "H", "H", "H", "H", "Se", "C", "C", "C", "C", "C", "C", "H", "H", "H", "H", "H", "C", "N", "C", "C", "N", "C", "S", "H", "H", "H", "H", "H", "H", "H", "H", "O", "S", "C", "C", "C", "C", "C", "C", "C", "C", "C", "C", "C", "C", "H", "H", "H", "H", "H", "H", "H", "H", "H", "H"], "positions_angstrom": [[0.037, 0.606, -0.289], [-4.302, -3.021, -2.111], [-4.354, -2.077, -3.296], [-2.996, -1.562, -3.753], [-2.395, -0.496, -2.823], [-1.354, -1.241, -1.256], [0.071, -2.618, -1.653], [-0.574, -3.980, -1.898], [0.484, -5.073, -2.104], [1.232, -4.970, -3.419], [-5.306, -3.310, -1.811], [-3.825, -2.530, -1.255], [-3.745, -3.925, -2.348], [-5.014, -1.236, -3.078], [-4.797, -2.624, -4.136], [-3.116, -1.084, -4.730], [-2.302, -2.395, -3.886], [-3.187, 0.164, -2.456], [-1.679, 0.114, -3.390], [-2.204, -1.740, -0.061], [0.760, -2.681, -0.799], [0.640, -2.294, -2.533], [-1.207, -3.934, -2.786], [-1.198, -4.242, -1.039], [-0.065, -6.019, -2.088], [1.186, -5.090, -1.268], [0.548, -4.833, -4.253], [1.787, -5.893, -3.585], [1.963, -4.163, -3.419], [1.694, 0.476, -1.734], [3.600, 0.494, -2.024], [4.210, -0.603, -2.625], [5.549, -0.525, -2.963], [6.267, 0.638, -2.714], [5.649, 1.722, -2.101], [4.313, 1.659, -1.753], [3.638, -1.496, -2.834], [6.025, -1.370, -3.438], [7.306, 0.707, -3.000], [6.203, 2.627, -1.906], [3.824, 2.500, -1.278], [-0.993, 4.411, 1.290], [-0.026, 4.444, 0.232], [1.072, 5.405, 0.236], [1.782, 5.130, -1.101], [1.128, 3.902, -1.553], [0.063, 3.631, -0.799], [-1.079, 2.369, -1.136], [-0.484, 4.290, 2.250], [-1.690, 3.588, 1.124], [-1.556, 5.345, 1.314], [1.713, 5.214, 1.102], [0.687, 6.423, 0.307], [2.854, 4.967, -0.978], [1.637, 5.937, -1.827], [1.264, 3.544, -2.489], [-0.521, 0.527, 1.266], [-1.625, 0.554, 2.361], [-0.992, 1.738, 3.561], [-1.930, 2.510, 4.232], [-1.499, 3.364, 5.236], [-0.152, 3.444, 5.554], [0.775, 2.675, 4.861], [0.359, 1.810, 3.860], [-1.303, -0.936, 3.308], [-2.142, -1.128, 4.394], [-1.950, -2.243, 5.193], [-0.936, -3.142, 4.894], [-0.116, -2.935, 3.795], [-0.298, -1.826, 2.983], [-2.980, 2.442, 3.992], [-2.221, 3.957, 5.773], [0.173, 4.093, 6.353], [1.822, 2.735, 5.114], [1.082, 1.195, 3.337], [-2.922, -0.413, 4.606], [-2.591, -2.407, 6.044], [-0.785, -4.009, 5.519], [0.673, -3.634, 3.566], [0.344, -1.655, 2.121]], "lowdin_charge": [0.21, -0.10, -0.25, -0.26, -0.30, 0.96, -0.35, -0.29, -0.25, -0.10, 0.09, 0.02, 0.08, 0.12, 0.13, 0.13, 0.10, 0.07, 0.06, -0.01, 0.07, 0.05, 0.09, 0.11, 0.12, 0.11, 0.08, 0.09, 0.06, 0.94, -0.52, -0.10, -0.03, -0.02, -0.04, -0.12, 0.11, 0.13, 0.13, 0.12, 0.09, -0.01, -0.12, -0.05, -0.08, 0.05, -0.66, 0.78, 0.10, 0.06, 0.12, 0.14, 0.15, 0.13, 0.14, 0.16, -0.69, 1.20, -0.40, -0.08, -0.03, -0.02, -0.03, -0.06, -0.38, -0.06, -0.02, -0.02, -0.03, -0.07, 0.12, 0.13, 0.13, 0.13, 0.12, 0.12, 0.13, 0.13, 0.12, 0.10]}



2.
{"formula": "C4H8N2O5", "method": "ωB97M-V/def2-TZVPD", "gap_ev": 8.77, "homo_energy_ev": -9.7, "de_lowest_kcal_mol": 190.7, "charge": 0, "multiplicity": 1, "elements": ["C", "O", "C", "O", "N", "O", "C", "C", "N", "O", "O", "H", "H", "H", "H", "H", "H", "H", "H"], "positions_angstrom": [[-1.052, 0.563, -2.152], [0.250, 0.385, -1.576], [0.869, 1.504, -1.046], [0.456, 1.560, 0.365], [0.977, 0.485, 1.067], [2.189, 0.498, 1.303], [0.160, -0.508, 1.278], [0.579, -1.867, 1.697], [-1.254, -0.410, 1.014], [-1.822, 0.677, 1.158], [-1.798, -1.472, 0.713], [-0.910, 1.372, -2.905], [-1.742, 0.821, -1.435], [-1.266, -0.518, -2.556], [0.544, 2.303, -1.515], [1.884, 1.419, -1.125], [1.494, -1.818, 2.342], [-0.204, -2.338, 2.451], [0.645, -2.657, 0.922]], "lowdin_charge": [-0.05, -0.15, -0.14, 0.02, -0.21, 0.06, -0.17, -0.01, -0.32, 0.08, 0.07, 0.10, 0.04, 0.14, 0.09, 0.11, 0.10, 0.13, 0.10]}



3.
{"formula": "C27H50Cl16O7P2", "method": "ωB97M-V/def2-TZVPD", "gap_ev": 9.43, "homo_energy_ev": -9.1, "charge": 0, "multiplicity": 1, "elements": ["C", "C", "O", "P", "O", "C", "C", "C", "C", "P", "O", "O", "C", "O", "O", "C", "C", "Cl", "C", "C", "Cl", "O", "C", "C", "H", "H", "H", "H", "H", "H", "H", "H", "H", "H", "H", "H", "H", "H", "H", "H", "H", "H", "H", "H", "H", "H", "Cl", "C", "C", "Cl", "H", "H", "H", "H", "Cl", "C", "C", "Cl", "H", "H", "H", "H", "Cl", "C", "C", "Cl", "H", "H", "H", "H", "Cl", "C", "C", "Cl", "H", "H", "H", "H", "Cl", "C", "C", "Cl", "H", "H", "H", "H", "Cl", "C", "C", "Cl", "H", "H", "H", "H", "Cl", "C", "C", "Cl", "H", "H", "H", "H"], "positions_angstrom": [[-0.810, -5.068, 1.531], [-0.544, -5.669, 0.105], [-1.516, -5.268, -0.884], [-1.472, -3.626, -1.174], [-0.077, -3.149, -0.986], [-2.545, -2.674, -0.011], [-3.265, -1.415, -0.663], [-2.985, -0.072, 0.095], [-1.997, 0.910, -0.667], [-2.524, 2.576, 0.021], [-1.722, 3.741, -0.449], [-2.380, 0.995, -2.042], [-1.328, 0.371, -2.716], [-1.163, 0.349, -3.860], [-0.445, -0.229, -1.826], [-0.530, 0.433, -0.530], [0.639, 1.468, -0.606], [1.633, 1.596, -2.090], [1.001, 2.277, 0.390], [2.189, 3.276, 0.267], [0.130, 2.199, 1.949], [-1.889, -3.428, -2.744], [-0.762, -3.137, -3.600], [-1.156, -3.253, -5.117], [-1.898, -4.813, 1.596], [-0.282, -4.095, 1.668], [-0.550, -5.790, 2.325], [-0.642, -6.777, 0.219], [0.503, -5.499, -0.226], [-3.314, -3.347, 0.437], [-1.891, -2.331, 0.815], [-4.357, -1.617, -0.558], [-3.069, -1.386, -1.753], [-3.973, 0.442, 0.204], [-2.639, -0.284, 1.135], [-2.432, 2.489, 1.441], [-3.924, 2.683, -0.260], [-0.306, -0.190, 0.362], [2.207, 3.772, -0.720], [3.142, 2.722, 0.448], [2.164, 4.068, 1.037], [0.093, -3.836, -3.448], [-0.354, -2.117, -3.463], [-0.250, -3.215, -5.764], [-1.873, -2.447, -5.389], [-1.646, -4.240, -5.265], [-3.217, -6.171, -4.575], [-3.395, -6.918, -2.967], [-3.160, -8.409, -2.999], [-4.449, -9.276, -3.877], [-4.387, -6.677, -2.589], [-2.661, -6.444, -2.317], [-3.150, -8.802, -1.983], [-2.209, -8.654, -3.470], [1.005, 6.465, -0.752], [2.289, 7.360, 0.093], [3.629, 7.226, -0.593], [4.277, 5.570, -0.474], [2.329, 7.001, 1.121], [1.987, 8.408, 0.109], [4.354, 7.887, -0.117], [3.569, 7.489, -1.648], [0.310, -6.590, 5.210], [2.090, -6.533, 5.131], [2.584, -5.458, 4.192], [2.214, -5.831, 2.490], [2.447, -7.518, 4.833], [2.446, -6.332, 6.141], [3.668, -5.371, 4.268], [2.146, -4.489, 4.428], [3.095, 3.465, 3.191], [4.391, 4.346, 4.042], [5.731, 4.188, 3.358], [6.357, 2.523, 3.485], [4.422, 3.991, 5.071], [4.102, 5.394, 4.055], [6.465, 4.837, 3.828], [5.674, 4.447, 2.301], [0.930, 7.697, -3.728], [-0.629, 6.835, -3.733], [-1.675, 7.551, -4.553], [-2.181, 9.088, -3.805], [-0.948, 6.708, -2.700], [-0.442, 5.847, -4.156], [-2.567, 6.931, -4.635], [-1.316, 7.768, -5.558], [5.794, 7.170, 4.663], [7.089, 8.051, 5.513], [8.426, 7.892, 4.829], [9.049, 6.228, 4.955], [7.120, 7.696, 6.542], [6.802, 9.103, 5.525], [9.161, 8.543, 5.301], [8.367, 8.151, 3.773], [-5.320, -5.940, -0.547], [-6.924, -6.709, -0.444], [-7.970, -5.951, -1.227], [-8.343, -4.370, -0.495], [-7.193, -6.791, 0.608], [-6.819, -7.716, -0.848], [-8.901, -6.519, -1.243], [-7.655, -5.781, -2.255]], "lowdin_charge": [-0.13, -0.28, -0.26, 0.61, -0.28, -0.19, -0.17, -0.15, -0.47, 0.75, -0.44, 0.05, -0.55, 0.21, -0.03, -0.20, -0.54, 0.76, -0.64, -0.26, 0.66, -0.22, -0.27, -0.08, 0.07, 0.07, 0.02, 0.12, 0.11, 0.08, 0.09, 0.12, 0.10, 0.10, 0.12, -0.01, 0.04, 0.16, 0.00, 0.08, -0.02, 0.12, 0.10, 0.08, 0.08, 0.00, 0.60, -0.69, -0.65, 0.53, -0.02, 0.04, 0.07, 0.07, 0.60, -0.63, -0.63, 0.60, 0.07, 0.08, 0.07, 0.06, 0.54, -0.66, -0.65, 0.60, 0.07, 0.07, 0.07, 0.07, 0.62, -0.67, -0.69, 0.54, 0.07, 0.01, -0.01, 0.06, 0.51, -0.67, -0.66, 0.53, 0.03, 0.08, 0.07, 0.07, 0.63, -0.63, -0.66, 0.56, 0.07, 0.07, 0.07, 0.07, 0.61, -0.63, -0.66, 0.54, 0.07, 0.08, 0.07, 0.07]}



4.
{"formula": "CH2BrClO", "method": "ωB97M-V/def2-TZVPD", "gap_ev": 9.09, "homo_energy_ev": -9.4, "de_lowest_kcal_mol": 69.6, "charge": 0, "multiplicity": 1, "elements": ["C", "O", "Cl", "Br", "H", "H"], "positions_angstrom": [[-0.153, -0.206, -0.646], [0.117, -0.165, 1.259], [-1.016, -1.603, -0.955], [0.808, 1.423, 1.687], [-0.642, 0.670, -0.514], [0.887, -0.118, -0.831]], "lowdin_charge": [-0.51, -0.87, 0.71, 0.64, -0.01, 0.05]}



5.
{"formula": "C3H12NOS2", "method": "ωB97M-V/def2-TZVPD", "gap_ev": 4.37, "homo_energy_ev": -13.0, "de_lowest_kcal_mol": 286.6, "charge": 1, "multiplicity": 1, "elements": ["N", "C", "C", "S", "S", "C", "H", "H", "H", "H", "H", "H", "H", "H", "H", "H", "H", "H", "O"], "positions_angstrom": [[3.430, -0.207, -0.284], [2.410, 0.623, -0.887], [1.386, 1.418, 0.043], [0.516, 0.272, 1.195], [-0.454, -1.959, -0.981], [-1.356, -2.476, 0.569], [-0.223, -0.683, -0.446], [4.159, 0.339, 0.171], [3.207, -1.185, 0.039], [3.003, 1.202, -1.594], [1.717, -0.025, -1.431], [0.554, 1.976, -0.512], [1.959, 2.158, 0.599], [-1.737, -1.556, 1.008], [-2.180, -3.187, 0.266], [-0.675, -2.913, 1.281], [-4.183, 2.751, -0.059], [-6.879, 1.629, 0.628], [-4.653, 1.824, 0.394]], "lowdin_charge": [0.04, -0.30, -0.48, 0.87, 0.78, -0.40, -0.25, 0.10, 0.12, 0.13, 0.07, 0.10, 0.09, 0.01, 0.07, 0.03, 0.07, 0.33, -0.40]}



6.
{"formula": "C9H27NO5", "method": "ωB97M-V/def2-TZVPD", "gap_ev": 7.37, "homo_energy_ev": -7.6, "de_lowest_kcal_mol": 158.7, "charge": 0, "multiplicity": 1, "elements": ["O", "H", "H", "O", "H", "H", "O", "H", "H", "O", "H", "H", "C", "C", "C", "C", "C", "C", "N", "O", "C", "C", "C", "H", "H", "H", "H", "H", "H", "H", "H", "H", "H", "H", "H", "H", "H", "H", "H", "H", "H", "H"], "positions_angstrom": [[2.493, 0.834, 0.672], [2.295, 1.159, 1.550], [3.247, 1.353, 0.388], [-0.082, -0.448, 2.644], [0.860, -0.577, 2.530], [-0.457, -0.654, 1.788], [1.948, -0.996, 1.743], [1.874, -0.451, 0.959], [2.882, -1.197, 1.808], [4.094, -1.331, 1.855], [4.398, -0.750, 2.551], [4.707, -2.066, 1.870], [-2.301, -2.243, -0.890], [-1.227, -1.100, -0.812], [-0.553, -0.866, -2.294], [0.460, 0.344, -2.260], [-0.288, 1.584, -1.757], [-0.985, 1.467, -0.383], [-1.799, 0.198, -0.340], [-2.476, 0.050, 0.905], [0.059, 1.548, 0.751], [-2.132, 2.572, -0.283], [-0.224, -1.677, 0.258], [-2.644, -2.705, 0.037], [-3.194, -1.787, -1.316], [-1.954, -3.071, -1.508], [0.000, -1.715, -2.695], [-1.388, -0.575, -2.932], [1.360, 0.104, -1.695], [0.772, 0.690, -3.246], [-0.915, 2.044, -2.521], [0.457, 2.345, -1.526], [0.245, 2.619, 0.838], [0.982, 1.140, 0.338], [-0.252, 1.103, 1.696], [-1.588, 3.473, 0.002], [-2.917, 2.493, 0.469], [-2.555, 2.578, -1.287], [-0.532, -1.342, 1.248], [-0.067, -2.747, 0.129], [0.722, -1.149, 0.139], [-3.327, -0.252, 0.577]], "lowdin_charge": [-0.06, 0.10, 0.11, -0.10, -0.06, -0.09, -0.09, -0.03, -0.14, 0.09, 0.11, 0.11, -0.05, -0.40, -0.08, -0.17, -0.15, -0.44, -0.11, -0.01, -0.04, -0.02, 0.00, 0.08, 0.07, 0.08, 0.10, 0.11, 0.09, 0.10, 0.11, 0.11, 0.09, 0.02, 0.07, 0.07, 0.07, 0.07, 0.02, 0.11, 0.06, 0.10]}